[1]
{
  "formula": "C16H31NOsP2Se",
  "method": "the ωB97M-V functional and the def2-TZVPD basis",
  "symbols": ["P", "P", "C", "C", "H", "H", "H", "H", "C", "H", "H", "H", "C", "H", "H", "H", "C", "H", "H", "H", "C", "H", "H", "H", "Os", "C", "C", "C", "C", "C", "C", "C", "C", "C", "H", "H", "H", "H", "H", "H", "H", "H", "H", "H", "H", "H", "H", "H", "H", "Se", "C", "N"],
  "positions_angstrom": [[0.659, -2.101, -0.795], [1.208, 1.163, -1.482], [-0.004, -1.184, -2.172], [1.000, -0.174, -2.753], [-0.950, -0.769, -1.772], [-0.222, -1.990, -2.861], [1.983, -0.610, -2.955], [0.509, 0.267, -3.635], [-0.251, 2.234, -2.099], [-0.439, 3.106, -1.444], [-1.197, 1.675, -2.207], [0.030, 2.637, -3.076], [2.410, 2.500, -1.747], [2.156, 3.005, -2.681], [3.410, 2.061, -1.769], [2.302, 3.205, -0.908], [-0.726, -3.253, -0.760], [-0.791, -3.894, 0.136], [-0.556, -3.836, -1.676], [-1.632, -2.642, -0.873], [2.375, -2.971, -1.376], [2.869, -2.399, -2.114], [1.724, -3.745, -1.791], [3.009, -3.450, -0.605], [2.222, -1.958, 0.456], [-1.035, 3.073, 1.890], [-2.276, 2.467, 1.975], [-3.268, 1.988, 0.918], [-3.715, 0.480, 1.247], [-2.415, -0.312, 1.346], [-1.515, 0.667, 1.331], [-0.297, 1.137, 0.722], [0.221, 2.231, 1.711], [1.218, -3.287, 1.634], [-0.826, 4.121, 2.141], [-2.734, 2.597, 2.986], [-2.799, 1.982, -0.071], [-4.105, 2.690, 0.909], [-4.222, 0.542, 2.225], [-4.441, 0.161, 0.491], [-2.398, -1.383, 1.543], [3.547, -1.038, 0.239], [-0.593, 1.752, -0.191], [0.493, 0.389, 0.495], [0.529, 1.683, 2.637], [1.080, 2.778, 1.286], [2.017, -3.333, 2.399], [0.968, -4.267, 1.220], [0.365, -2.717, 1.988], [1.450, 0.121, 4.728], [1.732, -0.562, 3.156], [1.919, -0.838, 2.003]],
  "de_lowest_kj_mol": 836.6,
  "homo_ev": [-13.78, -13.78],
  "e_lumo_ev": [-7.445, -8.816],
  "multiplicity": 5,
  "charge": 2
}

[2]
{
  "formula": "C16H31NP2PdSe",
  "method": "the ωB97M-V functional and the def2-TZVPD basis",
  "symbols": ["P", "P", "C", "C", "H", "H", "H", "H", "C", "H", "H", "H", "C", "H", "H", "H", "C", "H", "H", "H", "C", "H", "H", "H", "Pd", "C", "C", "C", "C", "C", "C", "C", "C", "C", "H", "H", "H", "H", "H", "H", "H", "H", "H", "H", "H", "H", "H", "H", "H", "Se", "C", "N"],
  "positions_angstrom": [[0.195, -1.393, -2.747], [0.010, 1.794, -2.635], [-0.202, -0.475, -4.321], [0.282, 0.981, -4.292], [-1.292, -0.499, -4.443], [0.232, -1.013, -5.175], [1.359, 1.016, -4.496], [-0.216, 1.573, -5.073], [-1.593, 2.663, -2.984], [-1.814, 3.354, -2.165], [-2.409, 1.934, -3.033], [-1.560, 3.226, -3.925], [1.163, 3.234, -2.841], [0.992, 3.768, -3.784], [2.198, 2.878, -2.818], [1.028, 3.931, -2.009], [-0.968, -2.824, -2.962], [-0.769, -3.575, -2.190], [-0.867, -3.294, -3.948], [-1.998, -2.478, -2.837], [1.769, -2.227, -3.273], [2.577, -1.491, -3.334], [1.666, -2.726, -4.244], [2.052, -2.970, -2.520], [0.000, 0.000, 3.875], [0.664, 1.530, 2.399], [-0.723, 1.464, 2.321], [-1.501, 0.746, 1.230], [-1.878, -0.708, 1.604], [-0.811, -1.443, 2.385], [0.562, -1.368, 2.173], [1.228, -0.585, 1.053], [1.645, 0.846, 1.472], [0.084, -1.467, 5.344], [1.092, 2.318, 3.016], [-1.284, 2.187, 2.908], [-0.930, 0.764, 0.298], [-2.424, 1.303, 1.036], [-2.780, -0.690, 2.225], [-2.139, -1.270, 0.694], [-1.176, -2.268, 2.994], [1.177, -2.122, 2.657], [0.566, -0.549, 0.184], [2.124, -1.126, 0.734], [2.605, 0.793, 1.997], [1.815, 1.461, 0.576], [0.799, -1.202, 6.129], [0.359, -2.444, 4.926], [-0.907, -1.555, 5.808], [0.000, 0.000, 8.945], [0.000, 0.000, 7.191], [0.000, 0.000, 5.875]],
  "homo_ev": [-5.02, -7.73],
  "e_lumo_ev": [0.274, -0.368],
  "multiplicity": 3
}

[3]
{
  "formula": "C16H31NP2ReSe",
  "method": "the ωB97M-V functional and the def2-TZVPD basis",
  "symbols": ["P", "P", "C", "C", "H", "H", "H", "H", "C", "H", "H", "H", "C", "H", "H", "H", "C", "H", "H", "H", "C", "H", "H", "H", "Re", "C", "C", "C", "C", "C", "C", "C", "C", "C", "H", "H", "H", "H", "H", "H", "H", "H", "H", "H", "H", "H", "H", "H", "H", "Se", "C", "N"],
  "positions_angstrom": [[0.383, -1.870, -4.763], [-0.149, 1.714, -5.550], [-0.366, -1.033, -6.240], [0.280, 0.299, -6.603], [-1.448, -0.978, -6.032], [-0.185, -1.747, -7.058], [1.377, 0.249, -6.690], [-0.089, 0.559, -7.592], [-1.551, 2.527, -6.339], [-1.999, 3.258, -5.678], [-2.326, 1.814, -6.577], [-1.292, 3.073, -7.239], [1.151, 2.981, -5.918], [1.014, 3.428, -6.918], [2.161, 2.555, -5.834], [1.036, 3.785, -5.170], [-0.996, -3.351, -4.426], [-0.937, -4.046, -3.556], [-0.523, -3.945, -5.232], [-2.046, -3.112, -4.679], [1.771, -2.802, -5.396], [2.484, -2.010, -5.669], [1.443, -3.369, -6.284], [2.233, -3.483, -4.663], [-0.265, -2.163, -2.758], [0.724, 2.391, -1.608], [-0.617, 2.383, -1.775], [-1.553, 2.020, -2.930], [-2.080, 0.547, -3.415], [-1.872, -0.838, -2.919], [1.460, -0.762, -3.358], [1.429, 0.670, -3.484], [1.852, 1.646, -2.312], [0.856, -3.102, -1.236], [1.059, 2.671, -0.627], [-1.187, 2.674, -0.883], [-1.347, 2.625, -3.855], [-2.500, 2.366, -2.480], [-3.199, 0.685, -3.261], [-2.101, 0.452, -4.515], [-2.922, -1.266, -2.796], [2.485, -1.242, -3.576], [0.363, 1.009, -3.924], [2.235, 0.798, -4.239], [2.402, 1.035, -1.581], [2.470, 2.438, -2.812], [1.538, -2.460, -0.701], [1.410, -3.971, -1.628], [0.170, -3.458, -0.453], [-1.097, 0.017, 1.970], [-0.705, -0.621, 0.412], [-0.432, -1.038, -0.658]],
  "de_lowest_kj_mol": 580.1,
  "homo_ev": [-13.82, -13.52],
  "e_lumo_ev": [-7.583, -8.925],
  "multiplicity": 4,
  "charge": 2
}

[4]
{
  "formula": "C16H31NP2STi",
  "method": "the ωB97M-V functional and the def2-TZVPD basis",
  "symbols": ["P", "P", "C", "C", "H", "H", "H", "H", "C", "H", "H", "H", "C", "H", "H", "H", "C", "H", "H", "H", "C", "H", "H", "H", "Ti", "C", "C", "C", "C", "C", "C", "C", "C", "C", "H", "H", "H", "H", "H", "H", "H", "H", "H", "H", "H", "H", "H", "H", "H", "S", "C", "N"],
  "positions_angstrom": [[0.158, -2.019, -0.999], [0.222, 1.695, -1.871], [-0.375, -1.028, -2.359], [0.508, 0.164, -2.760], [-1.419, -0.722, -2.182], [-0.359, -1.756, -3.183], [1.592, -0.042, -2.714], [0.257, 0.454, -3.795], [-1.285, 2.551, -2.346], [-1.630, 3.244, -1.564], [-2.064, 1.810, -2.582], [-1.048, 3.145, -3.244], [1.542, 2.913, -1.861], [1.348, 3.632, -2.658], [2.504, 2.426, -2.037], [1.573, 3.462, -0.911], [-1.214, -3.232, -0.858], [-1.145, -3.932, 0.022], [-1.044, -3.804, -1.779], [-2.183, -2.711, -0.884], [1.718, -2.755, -1.482], [2.441, -1.948, -1.653], [1.481, -3.276, -2.422], [2.118, -3.454, -0.731], [0.005, -2.615, 1.236], [0.639, 2.451, 1.997], [-0.703, 2.476, 2.030], [-1.755, 2.003, 1.090], [-2.127, 0.529, 1.245], [-1.193, -0.481, 0.802], [0.197, -0.447, 0.423], [1.006, 0.807, 0.201], [1.520, 1.326, 1.569], [1.621, -2.306, 2.475], [1.188, 3.319, 2.349], [-1.149, 3.190, 2.742], [-1.516, 2.188, 0.040], [-2.692, 2.527, 1.339], [-2.478, 0.302, 2.281], [-3.020, 0.310, 0.633], [-1.686, -1.524, 0.810], [0.978, -1.035, 1.036], [0.304, 1.628, -0.161], [1.893, 0.584, -0.426], [1.593, 0.464, 2.242], [2.548, 1.695, 1.445], [2.364, -1.529, 2.387], [2.077, -3.275, 2.235], [1.194, -2.266, 3.484], [-1.874, -0.858, 4.893], [-1.454, -1.791, 3.706], [-1.173, -2.491, 2.751]],
  "de_lowest_kj_mol": 909.9,
  "homo_ev": [-5.31, -5.40],
  "e_lumo_ev": [0.034, -0.171],
  "multiplicity": 3
}

[5]
{
  "formula": "C16H31NP2Zn",
  "method": "the ωB97M-V functional and the def2-TZVPD basis",
  "symbols": ["P", "P", "C", "C", "H", "H", "H", "H", "C", "H", "H", "H", "C", "H", "H", "H", "C", "H", "H", "H", "C", "H", "H", "H", "Zn", "C", "C", "C", "C", "C", "C", "C", "C", "C", "H", "H", "H", "H", "H", "H", "H", "H", "H", "H", "H", "H", "H", "H", "H", "N", "C"],
  "positions_angstrom": [[0.333, 2.017, -1.541], [0.912, -0.839, -2.272], [1.326, 1.796, -3.078], [1.113, 0.397, -3.653], [2.382, 1.970, -2.837], [1.053, 2.578, -3.804], [0.223, 0.373, -4.295], [1.952, 0.110, -4.308], [2.719, -1.274, -2.349], [2.894, -2.220, -1.819], [3.323, -0.468, -1.909], [3.007, -1.410, -3.402], [0.371, -2.147, -3.451], [1.077, -2.202, -4.286], [-0.623, -1.890, -3.836], [0.341, -3.111, -2.935], [1.151, 3.586, -1.094], [0.608, 4.063, -0.274], [1.144, 4.235, -1.975], [2.185, 3.368, -0.806], [-1.078, 2.777, -2.474], [-1.612, 2.014, -3.058], [-0.654, 3.529, -3.156], [-1.761, 3.287, -1.780], [-2.056, -1.874, 4.123], [-0.985, -2.152, 1.347], [0.296, -1.971, 1.748], [1.200, -0.872, 1.344], [1.143, 0.413, 2.217], [-0.191, 1.013, 2.494], [-1.335, 0.877, 1.813], [-1.523, 0.260, 0.491], [-1.779, -1.269, 0.436], [-2.344, -0.418, 5.418], [-1.495, -3.087, 1.609], [0.779, -2.720, 2.375], [1.046, -0.638, 0.278], [2.224, -1.270, 1.453], [1.627, 0.167, 3.186], [1.781, 1.165, 1.726], [-0.205, 1.568, 3.426], [-2.278, 1.186, 2.259], [-0.657, 0.512, -0.139], [-2.411, 0.725, 0.041], [-2.851, -1.431, 0.658], [-1.586, -1.612, -0.606], [-3.281, -0.730, 5.914], [-2.479, 0.607, 5.030], [-1.544, -0.397, 6.183], [-1.692, -4.849, 4.978], [-1.791, -3.742, 4.592]],
  "de_lowest_kj_mol": 0.0,
  "homo_ev": -8.27,
  "e_lumo_ev": -0.047
}

[6]
{
  "formula": "C16H32AgO8S4",
  "method": "the ωB97M-V functional and the def2-TZVPD basis",
  "symbols": ["Ag", "C", "C", "C", "S", "O", "O", "C", "H", "H", "H", "H", "H", "H", "H", "H", "C", "C", "C", "S", "O", "O", "C", "H", "H", "H", "H", "H", "H", "H", "H", "C", "C", "C", "S", "O", "O", "C", "H", "H", "H", "H", "H", "H", "H", "H", "C", "C", "C", "S", "O", "O", "C", "H", "H", "H", "H", "H", "H", "H", "H"],
  "positions_angstrom": [[23.958, 13.399, 12.416], [23.220, 8.159, 11.427], [21.744, 8.111, 11.854], [21.454, 9.505, 12.395], [22.884, 9.865, 13.417], [22.651, 9.463, 14.774], [23.337, 11.220, 13.160], [23.986, 8.654, 12.655], [23.332, 8.873, 10.606], [23.569, 7.183, 11.097], [21.634, 7.374, 12.652], [21.093, 7.851, 11.023], [20.551, 9.632, 12.985], [21.487, 10.241, 11.589], [24.029, 7.873, 13.411], [24.944, 9.136, 12.480], [20.426, 17.023, 15.270], [19.298, 16.225, 14.594], [19.717, 14.765, 14.729], [21.522, 14.767, 14.631], [21.980, 14.220, 13.360], [22.035, 14.191, 15.836], [21.705, 16.533, 14.587], [20.509, 16.740, 16.323], [20.313, 18.102, 15.214], [19.148, 16.541, 13.563], [18.386, 16.406, 15.162], [19.331, 14.027, 14.032], [19.537, 14.433, 15.751], [21.669, 16.801, 13.527], [22.675, 16.846, 14.967], [27.825, 10.941, 9.175], [28.728, 12.134, 9.511], [27.956, 13.005, 10.499], [27.303, 11.796, 11.651], [26.024, 12.239, 12.171], [28.308, 11.409, 12.596], [27.049, 10.502, 10.427], [28.403, 10.127, 8.743], [27.101, 11.228, 8.410], [28.983, 12.716, 8.629], [29.644, 11.822, 10.014], [27.054, 13.438, 10.060], [28.524, 13.733, 11.070], [25.969, 10.487, 10.281], [27.371, 9.555, 10.852], [26.652, 11.743, 15.751], [25.509, 11.667, 16.767], [24.477, 12.691, 16.346], [25.421, 14.082, 15.691], [25.490, 15.179, 16.617], [24.967, 14.373, 14.339], [26.990, 13.216, 15.585], [26.328, 11.337, 14.791], [27.546, 11.201, 16.055], [25.871, 11.861, 17.776], [25.029, 10.687, 16.748], [23.854, 13.090, 17.142], [23.848, 12.384, 15.512], [27.560, 13.598, 16.435], [27.475, 13.528, 14.664]],
  "de_lowest_kj_mol": 0.0,
  "homo_ev": -12.42,
  "e_lumo_ev": -2.699,
  "charge": 1
}

[7]
{
  "formula": "C16H32Br10INO4Si",
  "method": "the ωB97M-V functional and the def2-TZVPD basis",
  "symbols": ["C", "C", "C", "O", "O", "C", "C", "Si", "C", "I", "O", "N", "O", "H", "H", "H", "H", "H", "H", "H", "H", "H", "H", "H", "H", "Br", "C", "C", "Br", "H", "H", "H", "H", "Br", "C", "C", "Br", "H", "H", "H", "H", "Br", "C", "C", "Br", "H", "H", "H", "H", "Br", "C", "C", "Br", "H", "H", "H", "H", "Br", "C", "C", "Br", "H", "H", "H", "H"],
  "positions_angstrom": [[3.455, 0.428, 2.982], [3.260, 0.617, 1.506], [2.219, 1.587, 1.266], [2.208, 2.655, 1.718], [1.275, 1.126, 0.492], [-0.004, 1.718, 0.661], [-0.585, 1.438, 2.011], [-2.115, 0.380, 2.017], [-2.308, -0.742, 0.574], [-1.890, -1.084, 4.005], [-3.517, 1.288, 2.139], [-3.332, 2.621, 2.657], [-3.890, 3.418, 2.060], [3.661, -0.578, 3.199], [2.590, 0.748, 3.504], [4.268, 1.003, 3.331], [3.025, -0.290, 1.040], [4.169, 0.972, 1.108], [-0.588, 1.361, -0.138], [0.066, 2.760, 0.533], [0.117, 0.955, 2.627], [-0.756, 2.365, 2.475], [-1.624, -0.546, -0.203], [-2.267, -1.739, 0.889], [-3.287, -0.606, 0.221], [-6.147, -3.007, -1.040], [-6.344, -1.263, -1.871], [-5.484, -1.133, -3.097], [-3.610, -0.899, -2.626], [-6.099, -0.530, -1.113], [-7.395, -1.177, -2.132], [-5.762, -0.247, -3.661], [-5.534, -2.002, -3.742], [-0.080, -0.717, -2.919], [-0.286, 1.041, -3.736], [0.562, 1.172, -4.975], [2.436, 1.449, -4.560], [-0.040, 1.779, -2.983], [-1.342, 1.114, -3.988], [0.270, 2.050, -5.545], [0.504, 0.293, -5.605], [5.254, 6.209, -3.419], [3.758, 5.935, -2.205], [2.922, 4.754, -2.606], [1.792, 5.144, -4.134], [3.193, 6.859, -2.192], [4.202, 5.765, -1.229], [2.242, 4.489, -1.807], [3.519, 3.891, -2.875], [4.493, -3.273, 1.782], [4.556, -3.512, -0.146], [5.728, -2.800, -0.763], [5.437, -0.880, -0.874], [3.608, -3.164, -0.536], [4.642, -4.584, -0.301], [5.868, -3.129, -1.789], [6.645, -2.945, -0.207], [-3.861, -7.010, 4.492], [-2.895, -5.324, 4.409], [-3.825, -4.146, 4.335], [-4.607, -3.947, 2.568], [-2.236, -5.384, 3.552], [-2.305, -5.284, 5.320], [-3.281, -3.223, 4.512], [-4.649, -4.221, 5.034]],
  "smiles": "CCC(=O)OCC[Si@@](C)(I)ON=O.BrCCBr.BrCCBr.BrCCBr.BrCCBr.BrCCBr",
  "de_lowest_kj_mol": 0.0,
  "homo_ev": -9.69,
  "e_lumo_ev": -0.253
}

[8]
{
  "formula": "C16H32Br4O6S3",
  "method": "the ωB97M-V functional and the def2-TZVPD basis",
  "symbols": ["O", "S", "O", "C", "C", "C", "C", "H", "H", "H", "H", "H", "H", "H", "H", "O", "S", "O", "C", "C", "C", "C", "H", "H", "H", "H", "H", "H", "H", "H", "O", "S", "O", "C", "C", "C", "C", "H", "H", "H", "H", "H", "H", "H", "H", "Br", "C", "C", "Br", "H", "H", "H", "H", "Br", "C", "C", "Br", "H", "H", "H", "H"],
  "positions_angstrom": [[2.661, -0.642, -1.667], [1.554, -1.521, -1.518], [1.634, -2.736, -0.689], [-0.032, -0.560, -1.091], [-0.988, -0.600, -2.327], [-0.212, -0.940, -3.652], [0.749, -2.071, -3.122], [0.231, 0.488, -0.948], [-0.486, -1.053, -0.231], [-1.487, -1.524, -2.035], [-1.790, 0.136, -2.381], [0.259, -0.061, -4.093], [-0.891, -1.332, -4.409], [1.490, -2.291, -3.891], [0.150, -2.970, -2.972], [4.687, 4.905, 1.439], [3.803, 6.013, 1.110], [2.419, 6.067, 1.574], [4.824, 7.457, 1.483], [5.657, 7.682, 0.198], [4.921, 7.184, -1.060], [3.735, 6.245, -0.742], [5.442, 7.151, 2.327], [4.254, 8.331, 1.800], [5.791, 8.750, 0.029], [6.535, 7.043, 0.293], [5.628, 6.577, -1.625], [4.626, 8.067, -1.628], [3.737, 5.273, -1.235], [2.796, 6.779, -0.892], [-1.896, -3.670, 10.967], [-2.738, -4.119, 9.804], [-3.273, -5.475, 9.596], [-4.054, -2.810, 9.376], [-3.829, -2.370, 7.857], [-2.259, -2.427, 7.699], [-1.782, -3.784, 8.218], [-3.958, -1.942, 10.028], [-4.998, -3.241, 9.710], [-4.333, -2.964, 7.095], [-4.124, -1.342, 7.648], [-1.926, -1.658, 8.396], [-2.084, -2.297, 6.631], [-0.752, -3.885, 8.560], [-2.027, -4.561, 7.494], [4.291, -6.940, -4.702], [5.561, -5.910, -5.919], [5.071, -6.165, -7.384], [5.800, -4.836, -8.637], [6.636, -6.076, -5.845], [5.592, -4.834, -5.747], [3.987, -6.094, -7.472], [5.364, -7.163, -7.713], [-8.426, 0.674, -3.152], [-9.214, 0.684, -4.986], [-8.241, 1.454, -5.970], [-8.954, 1.310, -7.763], [-10.147, 1.246, -4.942], [-9.488, -0.353, -5.181], [-7.184, 1.187, -5.961], [-8.314, 2.518, -5.748]],
  "smiles": "O=S1(=O)CCCC1.O=S1(=O)CCCC1.O=S1(=O)CCCC1.BrCCBr.BrCCBr",
  "de_lowest_kj_mol": 325.3,
  "homo_ev": -10.10,
  "e_lumo_ev": 0.352
}

Results for total energy: -104947.0433 -105979.6570 -104610.9188 -71100.4644 -85577.4983 -80824.8378 -743194.4361 -342067.8438 (in eV, following the order of the records).